No. 1
Below is a structure of composition C30H39BiN4O2Sb, with properties calculated with wB97M-V/def2-TZVPD.

Output
gap between HOMO and LUMO	5.785	eV
net charge	+1
E_HOMO	-10.3	eV
M	818.4	g/mol

Geometry (Å):
Bi: 1.009 -1.402 0.739
O: 0.814 -2.045 4.877
C: 0.473 -1.465 3.872
N: 0.208 -2.111 2.659
C: -0.045 -3.509 2.724
C: -0.725 -4.117 3.784
C: -0.949 -5.475 3.773
C: -0.516 -6.250 2.698
C: 0.124 -5.661 1.629
C: 0.358 -4.281 1.636
N: 0.876 -3.561 0.541
C: 1.456 -4.188 -0.545
O: 1.968 -5.282 -0.549
C: 1.318 -3.423 -1.841
C: 1.635 -4.048 -3.033
C: 1.321 -3.405 -4.219
C: 0.690 -2.172 -4.164
C: 0.438 -1.611 -2.924
N: 0.763 -2.210 -1.780
C: 0.300 0.025 3.949
C: 0.147 0.581 5.214
C: 0.013 1.951 5.324
C: 0.048 2.713 4.165
C: 0.203 2.065 2.956
N: 0.322 0.739 2.832
H: -1.063 -3.522 4.619
H: -1.456 -5.939 4.610
H: -0.686 -7.319 2.694
H: 0.441 -6.257 0.790
H: 2.092 -5.028 -2.998
H: 1.546 -3.866 -5.174
H: 0.394 -1.647 -5.063
H: -0.053 -0.654 -2.832
H: 0.145 -0.071 6.074
H: -0.112 2.419 6.292
H: -0.047 3.791 4.193
H: 0.212 2.636 2.037
C: -0.787 3.621 -2.872
C: -0.552 2.111 -2.919
C: -1.790 1.471 -3.547
C: 0.647 1.817 -3.821
Sb: -0.222 1.282 -0.764
C: -2.350 1.668 0.023
C: -3.051 0.496 -0.662
C: -2.907 3.021 -0.392
C: -2.523 1.469 1.517
C: 1.925 2.184 -0.458
C: 2.073 3.594 -1.019
C: 2.515 2.200 0.946
C: 2.743 1.170 -1.266
H: -0.898 3.972 -3.907
H: 0.029 4.178 -2.434
H: -1.698 3.888 -2.344
H: -1.825 1.775 -4.601
H: -2.714 1.818 -3.090
H: -1.785 0.379 -3.537
H: 0.358 2.060 -4.851
H: 0.957 0.774 -3.818
H: 1.507 2.439 -3.586
H: -2.920 0.463 -1.738
H: -4.126 0.583 -0.467
H: -2.720 -0.459 -0.245
H: -3.034 3.112 -1.467
H: -2.290 3.850 -0.037
H: -3.902 3.136 0.059
H: -1.962 0.619 1.901
H: -3.585 1.264 1.695
H: -2.270 2.357 2.094
H: 1.336 4.286 -0.610
H: 2.026 3.622 -2.103
H: 3.064 3.970 -0.735
H: 2.162 3.039 1.540
H: 3.598 2.329 0.832
H: 2.357 1.286 1.510
H: 2.307 0.892 -2.217
H: 2.925 0.253 -0.697
H: 3.727 1.607 -1.473

---

No. 2
Below is a structure of composition C30H39CaN5O at a distorted geometry, with properties calculated with wB97M-V/def2-TZVPD.

Output
gap between HOMO and LUMO (alpha / beta)	2.054 / 2.064	eV
net charge	-2
energy relative to the best compared isomer or geometry (same formula, charge and spin)	0.00	kJ/mol
E_HOMO (alpha / beta)	2.3 / 2.3	eV
M	525.8	g/mol

Geometry (Å):
Ca: 0.356 0.619 0.187
N: -1.288 1.279 4.332
N: -1.993 2.228 -0.479
C: 0.489 -1.752 -1.218
C: -0.621 -1.935 -0.338
C: -0.105 -2.119 0.976
C: -0.884 -2.307 2.213
H: -1.886 -2.689 2.004
H: -1.046 -1.302 2.735
H: -0.371 -2.969 2.917
C: 1.314 -2.052 0.913
C: 2.262 -2.338 2.019
H: 2.719 -3.337 1.904
H: 1.764 -2.317 2.997
H: 3.081 -1.603 2.028
C: 1.679 -1.799 -0.436
C: 3.073 -1.639 -0.925
H: 3.648 -0.977 -0.258
H: 3.094 -1.200 -1.930
H: 3.616 -2.597 -0.971
C: -2.048 -1.990 -0.745
H: -2.362 -3.025 -0.965
H: -2.240 -1.402 -1.656
H: -2.709 -1.600 0.043
C: 0.405 -1.615 -2.696
H: 1.239 -1.021 -3.098
H: -0.528 -1.118 -2.996
H: 0.421 -2.595 -3.204
C: -0.726 2.139 5.177
H: -0.579 1.819 6.216
C: -0.309 3.451 4.841
H: 0.129 4.128 5.617
C: -0.519 3.879 3.517
H: -0.270 4.908 3.198
C: -1.045 2.968 2.578
H: -1.223 3.219 1.519
C: -1.238 1.613 3.018
C: -1.334 0.304 2.380
H: -2.493 0.450 1.905
C: -1.277 1.883 -1.471
C: -3.311 2.544 -0.755
H: -4.051 2.644 0.067
C: -3.306 2.602 -2.118
H: -4.077 3.002 -2.741
N: -2.015 2.216 -2.587
C: -1.614 1.737 -3.820
C: -2.487 0.902 -4.526
C: -1.992 0.397 -5.732
H: -2.665 -0.194 -6.354
C: -0.666 0.610 -6.114
C: -0.182 0.162 -7.465
H: 0.882 -0.100 -7.424
H: -0.301 0.972 -8.200
H: -0.759 -0.701 -7.813
C: 0.222 1.260 -5.249
H: 1.282 1.348 -5.507
C: -0.228 1.799 -4.049
C: 0.756 2.352 -3.072
H: 0.373 3.133 -2.412
H: 1.599 2.786 -3.633
H: 1.214 1.553 -2.453
C: -3.795 0.441 -3.981
H: -4.522 1.236 -3.782
H: -3.689 -0.169 -3.069
H: -4.238 -0.218 -4.740
C: 1.915 0.059 4.736
N: 2.521 1.261 4.190
C: 2.413 1.659 2.914
N: 3.208 2.752 2.626
O: 1.702 1.113 2.013
H: 0.994 -0.188 4.193
H: 1.663 0.244 5.785
H: 2.618 -0.785 4.682
H: 3.214 1.756 4.754
H: 3.104 3.178 1.690
H: 3.676 3.251 3.354

---

No. 3
Below is a structure of composition C30H39F6N5O8PrS4 at a distorted geometry, with properties calculated with wB97M-V/def2-TZVPD.

Output
expectation value of S²	2.00
gap between HOMO and LUMO (alpha / beta)	9.210 / 9.253	eV
net charge	+1
spin multiplicity	3
E_HOMO (alpha / beta)	-11.3 / -11.4	eV
M	980.8	g/mol

Geometry (Å):
Pr: -0.822 -0.666 0.908
C: 0.774 4.920 6.574
C: 0.053 3.974 5.659
C: -1.315 4.121 5.437
C: -1.995 3.275 4.577
C: -1.292 2.265 3.943
C: 0.064 2.071 4.173
C: 0.729 2.929 5.029
S: -2.066 1.315 2.681
O: -1.811 -0.119 2.927
O: -3.444 1.684 2.535
N: -1.197 1.587 1.362
C: -1.787 2.037 0.193
C: -2.462 3.254 0.069
C: -2.873 3.655 -1.183
C: -2.606 2.838 -2.280
C: -1.980 1.632 -2.063
N: -1.603 1.204 -0.851
H: 0.353 5.922 6.502
H: 1.835 4.973 6.335
H: 0.682 4.596 7.613
H: -1.854 4.914 5.940
H: -3.054 3.392 4.385
H: 0.567 1.243 3.686
H: 1.787 2.787 5.208
H: -2.621 3.854 0.953
H: -3.380 4.602 -1.314
H: -2.874 3.144 -3.281
H: -1.762 0.964 -2.889
F: -0.852 -3.746 5.393
C: -1.011 -2.846 4.442
F: -2.272 -2.440 4.430
F: -0.198 -1.822 4.668
S: -0.647 -3.608 2.772
O: -1.307 -2.702 1.826
O: -1.119 -4.939 2.840
N: 0.931 -3.482 2.592
S: 1.290 -2.250 1.709
O: 0.857 -2.337 0.330
O: 0.949 -0.961 2.290
C: 3.144 -2.237 1.626
F: 3.675 -2.185 2.832
F: 3.600 -3.285 0.969
F: 3.442 -1.123 0.953
C: -0.854 -1.607 -3.824
C: -2.311 -2.077 -3.904
C: -2.652 -3.233 -2.962
S: -2.881 -2.846 -1.184
O: -1.781 -1.876 -0.801
C: -4.343 -1.750 -1.331
C: -5.065 -1.642 0.011
C: -4.136 -1.171 1.130
H: -0.665 -0.809 -4.542
H: -0.181 -2.435 -4.058
H: -0.629 -1.241 -2.830
H: -2.500 -2.432 -4.919
H: -2.991 -1.239 -3.733
H: -1.865 -3.990 -2.983
H: -3.590 -3.714 -3.246
H: -4.998 -2.142 -2.110
H: -3.937 -0.780 -1.625
H: -5.503 -2.607 0.271
H: -5.883 -0.930 -0.102
H: -3.474 -1.972 1.455
H: -4.697 -0.846 2.003
H: -3.555 -0.303 0.788
C: 4.928 -2.024 -2.339
C: 4.889 -0.510 -2.535
N: 4.038 -0.096 -3.646
C: 4.483 -0.408 -5.006
C: 3.804 -1.636 -5.606
C: 2.868 0.572 -3.521
O: 2.144 0.848 -4.465
C: 2.453 0.987 -2.130
C: 2.804 2.239 -1.637
C: 2.403 2.581 -0.357
C: 1.626 1.684 0.356
N: 1.201 0.524 -0.150
C: 1.627 0.182 -1.368
H: 5.472 -2.260 -1.424
H: 5.433 -2.516 -3.169
H: 3.915 -2.422 -2.256
H: 5.900 -0.139 -2.723
H: 4.533 -0.042 -1.622
H: 5.565 -0.543 -4.972
H: 4.257 0.460 -5.625
H: 4.054 -2.540 -5.052
H: 4.130 -1.759 -6.638
H: 2.724 -1.500 -5.597
H: 3.390 2.917 -2.244
H: 2.683 3.527 0.085
H: 1.314 1.906 1.367
H: 1.322 -0.793 -1.731